Formula: C32H80AsF6N4O4
Source: the Open Molecules 2025 dataset
Level of theory: ωB97M-V/def2-TZVPD

Results
F_max: 3.59 eV/A
Net charge: +2
Gap between HOMO and LUMO (alpha / beta): 2.3316 / 10.0261 eV
E: -4621.447272 a.u.
E_LUMO (alpha / beta): -3.64 / -3.76 eV
2S+1: 2

The geometry in XYZ format:
```
127
Properties=species:S:1:pos:R:3:forces:R:3
C -23.01326 -13.09394 -7.87173 -1.7 1.3 0.4
C -24.88317 -14.20007 -6.46058 0.6 0.1 0.0
H -21.13304 -5.45728 -6.44305 0.0 0.2 -0.5
H -26.81687 -6.98076 -12.31863 0.7 -0.4 1.0
H -23.04370 -13.05799 -2.93732 0.5 -0.4 -1.0
H -29.91376 -3.58582 -7.72880 1.3 -0.3 0.2
N -21.53299 -3.51829 -8.74585 0.6 -0.7 0.4
H -17.48024 -9.23565 -12.01046 -0.1 0.3 0.0
H -20.12492 -7.51570 -14.07765 0.2 -0.1 0.1
C -28.82291 -7.30607 -12.76647 -0.6 -0.1 1.8
H -17.82930 -1.82298 -10.31548 0.1 0.0 -0.2
F -22.29697 -9.91574 -8.02980 -0.2 0.2 0.3
C -26.80539 -11.84549 -7.34176 0.5 -0.6 -0.4
C -27.01553 -8.88143 -10.47720 -1.4 1.0 -0.3
C -20.49108 -1.45028 -9.93446 1.7 0.2 0.9
H -22.02016 -8.22855 -11.78677 -0.4 0.6 -0.1
H -25.95555 -14.10433 -6.29048 0.1 -0.2 -0.3
H -28.73702 -6.93603 -13.78813 0.8 0.4 0.3
H -17.36441 -1.16850 -8.72009 -0.2 -0.3 0.1
H -20.52729 -4.21191 -10.44731 0.3 0.0 -0.2
C -29.99861 -6.34535 -9.44169 1.1 0.5 -1.3
H -27.37461 -12.11365 -8.23179 0.1 0.2 -0.2
N -19.10502 -7.75454 -12.17938 0.6 -1.3 0.5
H -25.16783 -13.21109 -9.81223 0.3 0.6 0.5
H -20.78069 -0.42519 -10.16555 -0.1 0.2 0.1
H -20.71129 -4.20846 -5.29323 -0.2 0.3 -0.1
H -21.26421 -14.05979 -8.43497 0.2 0.0 0.3
O -21.36928 -9.72954 -12.95572 -0.5 -0.5 0.3
H -24.59878 -15.19228 -6.81094 -0.4 0.0 -0.1
H -16.92833 -5.60706 -13.84208 0.2 0.0 -0.3
H -22.22961 -1.48955 -8.63717 0.1 -0.2 0.0
H -24.19721 -2.75194 -8.29324 0.2 0.0 -0.4
H -22.99324 -10.21054 -11.59780 0.4 0.8 0.3
C -18.02406 -6.61553 -12.41073 -1.2 -1.2 -2.0
H -29.03656 -8.17667 -8.82830 0.2 0.0 0.0
C -20.41007 -7.48106 -13.02618 1.5 -0.3 0.3
H -26.19874 -13.99625 -8.61596 0.0 -0.4 -0.5
H -29.69834 -8.25703 -10.43543 0.2 0.2 -0.2
H -22.95700 -12.43023 -8.73452 0.2 0.1 0.1
C -25.26862 -11.91480 -7.50806 0.7 0.9 1.2
H -30.50751 -5.12219 -7.13862 -1.3 0.4 0.0
H -20.10605 -1.84829 -10.87331 -0.4 -0.5 -0.1
H -26.90252 -5.57952 -9.35862 -1.1 -0.1 -0.4
H -19.98615 -8.77355 -10.50119 -1.2 0.5 -0.7
C -21.38291 -3.29521 -7.20458 -0.6 -0.5 0.0
C -20.70645 -4.45816 -6.35423 -0.3 1.8 -1.3
C -30.25078 -4.57314 -8.04457 -0.8 1.7 1.3
H -27.75040 -9.48736 -11.00722 0.0 0.1 -0.1
H -24.85434 -11.48182 -6.59756 0.1 -0.1 0.0
N -24.54715 -13.23553 -7.66199 -0.5 -2.0 -0.9
H -19.10958 -9.93611 -12.19266 0.0 0.3 -0.1
F -23.59448 -6.76744 -6.94029 0.4 -1.1 -0.8
H -19.67697 -4.36125 -6.69902 0.2 -0.8 0.3
H -24.63716 -14.68151 -4.35293 -0.1 -0.6 -0.2
H -30.27815 -5.87206 -10.38294 0.2 0.2 -0.4
H -24.08593 -4.15188 -7.27703 0.3 -0.1 0.0
H -18.06230 -0.09175 -9.86406 -0.2 0.0 -0.4
H -25.06159 -4.23631 -8.64355 0.4 -0.1 -0.8
H -20.88020 -2.33012 -7.14148 0.7 -0.4 0.2
H -22.50584 -5.43549 -8.95830 -0.3 0.1 0.8
H -26.17380 -8.69055 -11.14290 0.3 -0.3 0.5
H -30.98321 -6.55664 -9.02454 0.2 -0.9 0.4
C -22.38018 -10.60145 -12.40986 0.2 -0.2 0.1
H -22.34008 -8.03761 -13.58478 -0.4 0.4 0.3
H -22.40138 -3.01688 -6.93377 0.1 -0.5 0.4
H -22.12447 -14.88371 -7.11407 0.1 -0.2 -0.2
C -25.16616 -13.86293 -8.93861 -0.6 0.0 1.0
H -17.07171 -6.91928 -11.97614 -0.6 0.1 0.7
C -18.43948 -9.14092 -12.51937 -0.7 1.0 -0.1
H -18.51575 -7.89091 -8.76129 -0.3 0.0 0.0
As -22.95551 -8.36942 -7.50634 1.0 1.6 0.7
H -17.35556 -7.62460 -9.99041 -0.1 0.4 -0.2
H -27.21223 -12.47150 -6.54760 0.3 0.0 0.1
H -18.51306 -5.92469 -14.45216 0.1 -0.5 -0.3
F -22.40997 -8.70011 -5.83252 -0.5 0.2 -1.6
H -22.40927 -2.29076 -10.21793 -0.1 0.2 0.0
C -17.67866 -6.39280 -13.92989 -0.3 0.6 1.9
C -20.32236 -4.24900 -9.37740 -0.6 -0.2 0.2
H -18.29662 -9.20992 -13.59776 -0.1 0.1 0.1
H -27.72448 -5.75295 -11.55357 -0.5 -0.1 0.1
H -20.04052 -6.96146 -10.33033 0.0 -0.1 -0.4
H -19.31472 -3.92707 -9.11450 -0.5 1.1 0.0
O -24.30747 -12.73686 -4.69589 0.0 3.1 1.9
H -22.72822 -12.52942 -6.98394 0.4 0.0 -0.1
C -24.10007 -3.83726 -8.32054 1.2 -1.0 0.3
C -19.46954 -7.82774 -10.66446 0.8 -1.5 -0.6
H -27.90857 -6.84239 -7.34193 -0.1 -0.2 -0.5
C -24.17487 -14.01568 -5.08167 0.4 -0.7 -1.9
H -24.88872 -11.25762 -8.29029 -0.2 -0.2 -0.3
C -21.74285 -2.13320 -9.36989 0.9 -0.4 -0.4
C -26.76808 -6.65739 -9.26797 -0.1 0.6 0.0
H -30.99197 -4.17806 -8.73929 -0.9 -1.0 0.0
H -28.88672 -8.38890 -12.87381 0.4 -0.1 0.2
H -22.60874 -15.02032 -8.84891 -0.3 0.0 0.2
O -19.36649 -1.45850 -8.98822 -1.7 -0.1 0.0
H -22.95182 -4.34218 -10.16708 0.2 0.4 -0.2
H -17.94013 -9.19172 -9.74896 -0.6 -0.2 -0.3
H -24.74500 -14.80449 -9.29102 0.2 0.0 0.7
C -22.24366 -14.35980 -8.06245 0.2 -0.2 0.0
F -21.41540 -7.48700 -7.89700 -0.9 -0.8 0.2
H -20.60704 -6.44350 -12.75643 -0.5 0.2 -0.1
C -18.28493 -8.15861 -9.79239 1.6 0.8 0.9
C -29.14067 -7.61305 -9.75544 0.4 0.0 1.1
F -24.55074 -9.01132 -7.18487 0.3 -0.4 -0.1
H -27.02469 -10.81795 -7.05161 0.0 0.0 -0.1
C -18.10088 -1.12614 -9.52253 -0.1 0.3 0.1
H -17.20171 -7.26894 -14.36922 -0.4 0.1 -0.2
H -20.26746 -5.29482 -9.07513 -0.9 0.0 0.2
C -22.78875 -4.39118 -9.09046 -1.0 1.2 0.8
O -29.32954 -5.37874 -8.64911 1.6 -1.2 -1.5
C -21.64365 -8.34175 -12.80339 0.7 -0.7 0.6
H -26.26278 -6.43584 -7.14971 0.4 0.1 -0.4
H -18.51675 -5.73288 -12.00294 0.4 0.1 0.2
H -24.66133 -12.85199 -2.61622 -0.7 -0.1 -0.3
H -29.82330 -7.00883 -12.45188 0.0 0.1 0.1
C -26.92657 -7.03308 -7.77485 0.2 -0.5 -0.7
H -25.74867 -6.72416 -9.64803 0.1 -0.9 0.2
F -23.43201 -8.12587 -9.22257 0.0 0.2 0.9
H -23.13581 -10.95736 -13.11018 0.4 0.1 -0.7
H -26.59192 -8.06023 -7.62973 -0.2 0.0 0.2
H -26.81748 -9.39146 -9.53447 0.3 0.5 0.0
N -27.66578 -7.47660 -10.28722 -0.7 0.1 -0.4
C -27.71319 -6.83060 -11.71683 -0.5 0.3 -1.2
H -21.85810 -11.46212 -11.99178 0.1 -0.1 -0.2
H -23.10311 -14.19867 -5.15876 0.2 -0.8 -0.1
H -23.71095 -11.48505 -3.05806 -0.2 0.2 -0.9
C -23.90735 -12.52193 -3.33084 -0.3 0.1 1.2
```
Positions in Å, forces in eV/Å.

---

Formula: C32H80B4F16HfO8
Source: the Open Molecules 2025 dataset
Level of theory: ωB97M-V/def2-TZVPD

Results
F_max: 6.16 eV/A
Net charge: 0
Energy relative to the best compared isomer or geometry (same formula, charge and spin): 2.3218 eV
Gap between HOMO and LUMO: 7.8442 eV
E: -3615.158655 a.u.
E_LUMO: -1.01 eV

The geometry in XYZ format:
```
141
Properties=species:S:1:pos:R:3:forces:R:3
H 0.17317 2.26513 -8.91795 -0.4 0.6 0.2
H 1.30975 2.51209 -6.42091 -0.5 -0.8 -1.1
H 3.01240 -1.50788 -5.56427 -0.2 -0.2 -0.8
H -6.46286 3.17914 -9.10964 -0.1 0.3 -0.4
C -6.13206 2.14893 -9.11370 0.0 0.7 2.2
H 2.32252 3.33919 5.24927 0.1 -1.2 0.4
H -4.32786 2.46954 -10.32234 0.1 0.4 -0.1
F 0.80964 5.94455 0.13120 -0.1 -0.7 0.1
C -4.25581 -5.41442 0.59135 0.1 0.3 -0.6
H -2.80123 0.79085 -10.63659 0.1 0.3 -1.1
H 0.01722 1.31379 -6.75096 -1.3 -0.2 0.7
H 4.34895 -6.53393 -0.74559 0.0 -0.1 -0.2
H 7.61243 -4.07610 2.64770 -1.0 0.3 1.2
H -3.06255 -1.48306 -8.65023 -0.5 -0.3 0.6
H 0.22245 4.70872 5.32168 0.4 0.7 -0.4
H -5.61678 -3.70055 0.22464 0.4 -0.4 0.0
H -3.23249 -7.32670 -1.16202 1.0 0.1 0.0
H 1.77797 -1.19463 6.96135 -0.1 -0.1 -0.4
H -4.22847 1.70358 -5.03047 -0.7 -0.1 0.2
B -0.07750 4.97073 -0.02007 -1.1 1.0 -0.4
H -1.12267 -5.34595 -0.20750 -0.5 0.3 0.0
H -0.33394 1.84378 5.35866 0.3 -1.0 -0.5
F 2.78616 -0.92515 -0.92616 0.5 0.2 -1.1
H 4.05784 -1.02175 9.00270 0.3 -0.1 -0.1
C 1.00731 1.58156 -7.02317 1.0 0.9 0.3
H -3.43070 3.25682 -4.95584 -0.6 1.2 0.4
H 5.93038 0.67671 7.13318 0.2 -0.2 -0.3
H 1.97052 -2.23887 8.35349 -0.6 -0.5 0.5
H -3.40370 -1.72983 -10.34890 -1.0 0.2 -0.4
H -3.57857 2.01363 -0.37808 0.2 -0.3 0.1
C -0.05737 6.65605 3.39361 -0.7 1.4 1.0
H -6.12201 3.08283 -1.73057 0.8 -0.6 0.6
C 3.35703 -0.62629 8.27188 -0.5 -0.9 -2.5
H -6.42488 -5.25576 0.36698 -0.2 -0.3 0.2
H -0.62736 7.11265 4.29033 0.2 -1.1 -1.1
O -4.37498 0.68286 -9.32346 0.8 -1.6 -0.8
H -1.46052 -7.61840 -1.16567 0.4 -0.5 0.2
F 1.27281 0.27392 2.31433 -0.2 0.1 0.3
O -3.93805 2.51505 -2.38721 0.2 -0.1 -0.3
O 1.87994 0.55136 -6.65778 0.8 0.5 -1.2
H 3.70875 2.76044 7.51022 -0.7 -0.1 0.1
C 4.95158 0.92635 7.52453 0.3 1.7 1.1
H -2.34514 0.89963 -8.95283 -0.4 -0.7 -0.5
H 4.23089 -4.28884 0.15503 -0.5 -0.4 0.4
F 2.34590 -2.13782 3.75584 1.5 0.2 -0.1
H -5.41944 3.63275 -0.26654 0.4 0.5 0.7
C 4.58569 2.36137 7.03644 1.3 -0.6 0.4
H -2.16342 -6.41500 -2.14145 0.2 1.0 -1.6
H 0.92117 8.42245 3.39654 -0.1 0.5 -0.6
C -3.02389 0.36761 -9.68428 0.0 0.0 1.4
H -0.66387 5.94781 2.82154 0.0 0.0 0.2
Hf 2.62483 0.07135 0.93115 -1.0 0.3 -0.2
O 5.58346 -5.17592 1.34860 0.5 -0.4 -0.4
H 8.39859 -3.43374 1.26859 -0.5 -0.4 0.0
O 4.00574 -0.01232 7.13161 -0.4 -0.5 1.1
C 3.05070 -0.61904 -4.96665 0.0 -0.1 1.4
C -2.08700 -5.87336 -0.10997 0.9 1.3 -0.1
H 2.64841 4.94849 5.78702 0.3 0.1 -0.4
C 3.75634 -6.40780 0.15484 0.5 1.2 0.4
H -1.35409 2.83971 6.10026 -0.9 0.1 0.2
H -1.13406 -1.20261 5.77120 0.3 -0.2 0.0
H -3.36407 1.91685 4.84633 -1.1 0.1 0.1
H 3.05641 -2.46075 7.00970 0.1 0.5 0.1
C 4.26206 -5.12233 0.89289 -1.4 0.8 -0.9
H -4.19042 2.45922 -8.45023 0.2 0.5 -1.3
C -5.60892 2.72794 -0.79494 -2.2 -1.4 -0.5
F 3.72447 -0.39224 2.86168 -0.1 -1.2 0.9
C -2.96066 1.96412 -3.33280 0.8 -1.5 4.1
H -4.06844 -5.15391 1.61422 0.0 0.0 0.9
F 2.97924 -2.02409 1.49182 0.6 0.2 1.0
H -2.61836 1.94311 -5.40251 1.0 -0.7 -0.2
H 2.02569 1.37323 -4.73121 0.4 -0.6 -0.4
C -5.51401 -4.78079 0.03690 0.3 0.1 0.2
H 0.99675 -0.03207 -5.00390 0.0 0.0 0.6
H -1.30057 -2.00247 4.14868 -0.4 0.2 0.7
F 4.25790 1.09467 0.90048 -0.2 -0.1 -0.2
H 2.69459 -6.35603 -0.12973 0.4 0.2 0.2
H -3.67808 -1.09309 4.18972 -0.6 -0.4 -1.3
C 0.35880 7.88649 2.62046 -0.5 0.4 0.1
H -1.99038 2.39461 -3.06462 0.0 0.3 -0.2
O 1.11903 6.09036 3.87656 -0.2 -1.6 0.9
H 0.95972 0.77024 -9.06129 0.4 0.4 0.7
B 3.48430 -1.85156 3.04168 -0.5 0.4 -1.6
H 1.97739 2.29819 -8.87080 -1.5 -1.0 0.5
H 1.03037 7.70669 1.76458 -0.5 0.0 0.3
F 1.90982 -2.93906 -1.64151 -0.1 0.4 0.4
H -2.78252 0.86974 -3.11468 -0.6 0.8 -0.4
F 1.61032 1.44026 -0.05250 0.5 -0.5 0.3
H 3.14237 4.36003 4.06104 -1.0 0.4 1.2
C 2.49590 -1.71221 7.58396 0.6 0.4 0.9
H -6.33264 1.82832 -8.04350 0.2 0.0 -1.3
H -0.58064 8.43259 2.33713 1.1 -0.2 0.1
H 6.65819 -4.39826 -0.32164 -0.3 0.3 0.8
H -3.44678 -0.20095 5.56588 1.0 0.2 -0.1
H -4.64397 0.82837 -1.35451 0.6 1.0 0.6
H 8.17064 -5.15794 1.45713 0.1 -0.2 0.0
O -3.17556 -4.94807 -0.19258 0.8 0.2 0.4
H -2.01696 -6.36549 0.84767 -0.4 -0.1 0.6
H -6.45438 2.12506 -0.27448 1.6 0.9 -0.5
H -4.23055 -6.49650 0.45621 -0.7 -0.2 0.4
C 1.02467 1.74070 -8.51880 1.9 0.4 -1.4
F -0.05542 4.21446 -1.10181 0.0 0.1 0.9
H 5.95850 -3.21838 0.93459 -0.2 0.3 -0.7
C 7.66379 -4.20609 1.60365 2.6 0.1 -1.8
O -2.33011 0.45951 3.91737 -0.6 -0.7 0.5
F 0.61421 -1.06813 -2.15519 2.0 -0.6 0.7
B 1.54473 -1.69101 -1.25577 -2.4 0.6 -0.6
H -1.82902 -1.56975 -9.80443 -0.2 1.1 0.0
H 4.07069 -0.29075 -4.90079 0.5 0.8 -0.8
C -3.35870 2.23260 -4.68405 -0.3 -0.1 -2.4
C -2.21005 -6.85139 -1.19651 -1.8 -1.9 0.2
H -1.64660 1.06964 6.40767 0.6 0.8 -0.5
H 3.92102 -7.26760 0.76980 0.0 -0.6 0.5
H 2.69504 0.07572 8.76618 -0.1 0.4 0.2
H 2.97310 -1.02822 -3.96117 -0.7 0.2 0.3
B -2.23316 0.25277 2.58088 0.3 -2.1 -5.8
C 2.39443 4.34163 4.91640 -1.6 0.7 -1.5
F -1.67430 1.12505 1.73204 -1.0 -1.0 1.9
C -2.88600 -0.64841 4.72575 -0.7 -0.3 1.4
F 4.65000 -2.53649 3.18312 -1.3 0.5 0.2
H 4.49511 2.35266 5.94756 -0.1 0.1 0.2
H -2.14373 2.48198 3.68260 -0.1 -0.3 0.2
F 0.90874 -1.50473 0.02881 0.3 -0.3 0.2
F -1.14799 4.98421 0.81844 1.1 -0.6 -0.8
C -4.35098 1.90182 -1.13582 -1.0 0.1 -2.2
C -1.37486 1.84827 5.64899 -0.5 0.0 0.2
C 1.96349 0.40136 -5.28303 -0.4 -0.9 1.0
F -2.76649 -0.92967 2.05100 1.3 2.8 1.7
H 3.58516 -4.82119 1.73937 0.5 -0.5 -0.6
C -2.37988 1.77475 4.48689 2.2 2.1 1.1
C -1.82858 -1.64019 5.06116 0.5 0.6 -0.5
H 5.38973 3.06606 7.32549 -0.2 -0.4 -0.3
C -2.84938 -1.14644 -9.64377 1.5 -0.2 0.3
C 6.43991 -4.17577 0.75543 -0.7 -0.6 1.2
H -5.37720 -4.96005 -1.01023 -0.5 0.2 -0.8
H -2.38493 -2.42840 5.52172 0.0 -0.9 0.4
H 5.06167 0.89102 8.64997 -0.1 0.3 -1.0
H 0.52897 4.17040 3.70962 -0.7 -1.6 -1.8
C -4.66509 2.04074 -9.38505 0.2 0.0 2.3
H -6.68567 1.55096 -9.77598 -0.9 -0.7 -0.9
C 0.92180 4.77833 4.44563 3.1 1.7 1.8
```
Positions in Å, forces in eV/Å.